No. 1
DFT (ωB97M-V with the def2-TZVPD basis set) results for a molecular structure, C4H6FNaO4 in a non-equilibrium geometry.

ORCA input file:
```
! RIJCOSX wB97M-V def2-TZVPD def2/J DEFGRID3
* xyz 0 1
C -2.054 0.244 -0.832
O -1.238 -0.696 -0.137
H -1.534 0.605 -1.734
H -3.009 -0.250 -1.032
H -2.142 1.205 -0.304
C 0.049 0.607 1.149
O 0.394 0.594 -0.238
C 0.438 -0.772 -0.552
C 0.883 -1.476 0.726
O 0.609 -0.483 1.722
O 0.231 1.726 1.627
F 2.726 1.102 -0.759
H 0.700 -1.030 -1.581
H 0.263 -2.360 0.919
H 1.922 -1.817 0.761
Na 1.761 2.802 0.266
*
```

Properties
LUMO	-0.331	eV
calculated total energy	-719.048120	Ha

No. 2
DFT (ωB97M-V with the def2-TZVPD basis set) results for 5 unconnected molecules or ions with the total composition H10O5 in a non-equilibrium geometry.

ORCA input file:
```
! RIJCOSX wB97M-V def2-TZVPD def2/J DEFGRID3
* xyz -1 2
O 1.281 -0.639 -1.529
O -0.320 -2.397 -0.222
O -1.811 -0.402 0.864
O -0.364 1.704 1.524
O 1.098 1.852 -0.738
H 2.129 -1.055 -1.706
H -0.818 -2.866 -0.882
H -2.108 -0.715 1.738
H -0.993 2.435 1.548
H 2.002 2.038 -0.449
H 0.810 -1.286 -0.942
H -0.959 -1.772 0.214
H -1.180 0.343 1.034
H 0.043 1.798 0.644
H 1.190 0.962 -1.097
*
```

Properties
LUMO (spin up / spin down)	3.844 / 3.803	eV
<S²>	0.75
calculated total energy	-382.172623	Ha

No. 3
DFT (ωB97M-V with the def2-TZVPD basis set) results for a molecular structure, C46H55BGeIrN6S3 in a non-equilibrium geometry.

ORCA input file:
```
! RIJCOSX wB97M-V def2-TZVPD def2/J DEFGRID3
* xyz 2 2
Ir 1.924 0.904 -0.816
C 0.453 4.165 2.963
C -0.007 2.757 2.791
C -0.930 2.161 3.592
C -1.310 0.811 3.379
N -0.786 0.097 2.415
N 0.114 0.677 1.599
B 0.833 -0.236 0.550
N 1.844 -1.186 1.338
N 1.248 -2.209 1.923
C 1.979 -3.124 2.529
C 3.379 -2.991 2.596
C 4.004 -1.913 2.022
C 5.482 -1.720 2.062
C 3.168 -0.999 1.341
S 3.836 0.353 0.478
C 1.214 -4.290 3.132
C 2.151 -5.403 3.594
C 0.245 -4.840 2.075
C 0.425 -3.756 4.336
N -0.075 -1.189 -0.304
N -1.352 -1.393 0.017
C -2.048 -2.256 -0.688
C -1.448 -3.001 -1.724
C -0.145 -2.787 -2.081
C 0.532 -3.519 -3.188
C 0.533 -1.779 -1.358
S 2.105 -1.225 -1.819
C -3.504 -2.448 -0.294
C -4.312 -3.081 -1.429
C -3.521 -3.391 0.922
C -4.129 -1.091 0.051
C 0.528 1.944 1.753
S 1.774 2.595 0.760
C -2.342 0.185 4.297
C -1.761 0.148 5.719
C -2.704 -1.225 3.852
C -3.611 1.052 4.273
H -0.125 4.661 3.739
H 0.352 4.726 2.033
H 1.508 4.192 3.244
H -1.379 2.716 4.404
H 3.968 -3.744 3.099
H 5.956 -2.518 2.626
H 5.734 -0.764 2.525
H 5.898 -1.711 1.053
H 2.745 -5.807 2.772
H 1.555 -6.220 3.998
H 2.823 -5.075 4.388
H 0.787 -5.232 1.212
H -0.445 -4.068 1.736
H -0.335 -5.655 2.506
H 1.094 -3.372 5.108
H -0.167 -4.560 4.773
H -0.246 -2.956 4.030
H -2.035 -3.729 -2.266
H -0.191 -4.084 -3.773
H 1.271 -4.215 -2.788
H 1.060 -2.829 -3.846
H -4.018 -4.112 -1.627
H -4.233 -2.505 -2.353
H -5.364 -3.102 -1.145
H -3.241 -4.404 0.631
H -4.523 -3.431 1.349
H -2.830 -3.054 1.693
H -4.256 -0.487 -0.849
H -3.516 -0.531 0.754
H -5.114 -1.245 0.492
H -0.868 -0.479 5.761
H -2.500 -0.271 6.400
H -1.501 1.140 6.089
H -1.822 -1.846 3.708
H -3.256 -1.204 2.916
H -3.337 -1.689 4.608
H -3.448 2.049 4.681
H -4.379 0.576 4.882
H -4.001 1.152 3.259
C 0.433 1.407 -1.821
Ge 0.751 2.802 -3.234
C 2.589 2.437 -3.762
C 2.855 1.258 -4.463
C 4.143 0.948 -4.867
C 5.187 1.816 -4.573
C 4.941 2.985 -3.870
C 3.649 3.293 -3.465
C -0.565 2.419 -4.615
C -1.910 2.343 -4.259
C -2.882 2.105 -5.217
C -2.514 1.938 -6.545
C -1.180 2.015 -6.910
C -0.208 2.253 -5.949
C 0.470 4.502 -2.330
C 1.081 5.669 -2.783
C 0.812 6.887 -2.177
C -0.077 6.955 -1.115
C -0.704 5.804 -0.664
C -0.429 4.586 -1.267
H -0.576 0.979 -1.782
H 2.046 0.578 -4.708
H 4.335 0.038 -5.418
H 6.192 1.583 -4.899
H 5.753 3.662 -3.640
H 3.476 4.205 -2.905
H -2.216 2.495 -3.229
H -3.925 2.062 -4.934
H -3.271 1.759 -7.296
H -0.894 1.898 -7.946
H 0.831 2.320 -6.250
H 1.756 5.642 -3.631
H 1.290 7.786 -2.542
H -0.290 7.908 -0.650
H -1.419 5.861 0.147
H -0.940 3.694 -0.913
*
```

Properties
LUMO (spin up / spin down)	-5.967 / -8.602	eV
<S²>	0.77
calculated total energy	-5514.644846	Ha

No. 4
DFT (ωB97M-V with the def2-TZVPD basis set) results for 4 unconnected molecules or ions with the total composition C4H14NOS2 in a non-equilibrium geometry.

ORCA input file:
```
! RIJCOSX wB97M-V def2-TZVPD def2/J DEFGRID3
* xyz 1 1
N -0.785 -1.313 -0.397
C -0.642 -0.741 -1.729
C -0.428 0.732 -1.528
C 0.602 -1.254 -2.564
S 2.105 -1.028 -1.609
S -0.270 1.318 1.593
C -0.648 2.155 3.147
H -1.022 -2.298 -0.313
H 1.296 1.072 -0.359
H 0.082 -1.159 0.106
H -1.634 -0.792 -2.186
H -1.071 1.341 -0.904
H -0.147 1.238 -2.452
H 0.516 0.772 -0.853
H 0.357 -2.293 -2.808
H 0.609 -0.755 -3.538
H -1.481 2.846 3.003
H 0.199 2.754 3.502
H -0.903 1.423 3.916
H 1.765 -1.762 1.994
H 0.676 -0.648 2.036
O 0.824 -1.607 1.942
*
```

Properties
LUMO	-8.693	eV
calculated total energy	-1086.592607	Ha

No. 5
DFT (ωB97M-V with the def2-TZVPD basis set) results for a single C17H22BrNO3 molecule.

ORCA input file:
```
! RIJCOSX wB97M-V def2-TZVPD def2/J DEFGRID3
* xyz 0 1
O 4.317 1.883 -0.257
C 3.572 0.961 -0.502
C 4.133 -0.404 -0.929
O 3.199 -1.473 -0.833
C 2.941 -1.936 0.399
O 3.440 -1.510 1.401
C 1.903 -3.044 0.341
C 0.545 -2.409 0.205
C -0.201 -2.088 1.333
C -1.452 -1.509 1.213
C -1.956 -1.246 -0.050
Br -3.692 -0.479 -0.231
C -1.218 -1.532 -1.187
C 0.032 -2.108 -1.052
N 2.233 1.028 -0.461
C 1.515 2.196 0.021
C 0.781 1.814 1.310
C -0.256 2.837 1.776
C -1.646 2.577 1.197
C -1.787 2.890 -0.289
C -0.779 2.177 -1.190
C 0.628 2.769 -1.094
H 4.433 -0.358 -1.978
H 5.009 -0.608 -0.306
H 1.967 -3.621 1.262
H 2.112 -3.677 -0.521
H 0.197 -2.295 2.315
H -2.032 -1.271 2.091
H -1.619 -1.312 -2.164
H 0.611 -2.336 -1.935
H 1.684 0.216 -0.701
H 2.294 2.930 0.251
H 1.538 1.675 2.085
H 0.289 0.847 1.171
H 0.074 3.845 1.522
H -0.330 2.782 2.864
H -1.905 1.530 1.373
H -2.374 3.184 1.740
H -1.690 3.967 -0.442
H -2.796 2.607 -0.598
H -0.758 1.111 -0.960
H -1.124 2.279 -2.222
H 0.541 3.848 -0.956
H 1.158 2.611 -2.036
*
```

Properties
LUMO	0.512	eV
SMILES	O=C(COC(=O)Cc1ccc(Br)cc1)NC1CCCCCC1
calculated total energy	-3515.537203	Ha

No. 6
DFT (ωB97M-V with the def2-TZVPD basis set) results for a molecular structure, C16H31CuF3O3P2S in a non-equilibrium geometry.

ORCA input file:
```
! RIJCOSX wB97M-V def2-TZVPD def2/J DEFGRID3
* xyz 0 2
P -1.541 2.990 -1.528
P -2.164 0.080 -2.689
C -2.283 2.858 -3.235
C -3.040 1.542 -3.449
H -1.456 2.929 -3.953
H -2.941 3.720 -3.411
H -4.029 1.605 -2.979
H -3.199 1.352 -4.519
C -1.274 -0.553 -4.190
H -0.846 -1.536 -3.968
H -0.448 0.119 -4.443
H -1.940 -0.643 -5.057
C -3.584 -1.116 -2.677
H -4.078 -1.181 -3.654
H -4.318 -0.803 -1.927
H -3.221 -2.111 -2.397
C -0.336 4.364 -1.856
H 0.103 4.697 -0.911
H -0.811 5.221 -2.349
H 0.475 3.993 -2.491
C -2.874 3.976 -0.694
H -3.754 3.347 -0.528
H -3.169 4.853 -1.285
H -2.516 4.312 0.284
Cu 1.719 -1.184 2.689
C 0.008 -1.902 1.457
C 1.110 -1.815 0.613
C 1.358 -0.692 -0.382
C 2.239 0.446 0.187
C 1.974 0.765 1.642
C 0.730 0.797 2.263
C -0.600 0.591 1.559
C -1.094 -0.875 1.599
C 2.804 -0.515 4.330
H -0.221 -2.880 1.877
H 1.684 -2.725 0.455
H 0.402 -0.294 -0.734
H 1.859 -1.110 -1.262
H 3.291 0.151 0.105
H 2.122 1.351 -0.429
H 2.805 1.235 2.165
H 0.682 1.263 3.245
H -0.528 0.940 0.525
H -1.353 1.222 2.043
H -1.584 -1.056 2.562
H -1.861 -1.031 0.826
H 2.566 -1.096 5.227
H 2.617 0.547 4.534
H 3.873 -0.645 4.121
F 4.508 -5.973 3.002
C 3.342 -5.379 2.556
F 3.277 -5.461 1.178
F 2.259 -6.037 3.108
S 3.310 -3.638 3.070
O 4.211 -3.378 4.286
O 3.938 -2.711 2.020
O 1.795 -2.927 3.468
*
```

Properties
LUMO (spin up / spin down)	-0.049 / -0.178	eV
<S²>	0.76
calculated total energy	-3874.750982	Ha

The highest calculated total energy belongs to which entry? H10O5

calculated total energy of number 2 (H10O5)? -382.172623 Ha